{
  "formula": "C22H60Br2F3N9O3P3S2",
  "method": "the ωB97M-V functional and the def2-TZVPD basis",
  "species": ["N", "H", "H", "H", "C", "N", "O", "N", "H", "C", "H", "H", "N", "Br", "H", "C", "H", "H", "C", "H", "C", "N", "H", "N", "O", "H", "H", "H", "H", "C", "C", "C", "H", "H", "N", "C", "C", "C", "H", "C", "H", "H", "S", "H", "H", "H", "F", "F", "P", "H", "H", "H", "Br", "C", "H", "N", "H", "H", "H", "H", "H", "H", "C", "C", "H", "P", "H", "C", "H", "H", "H", "H", "H", "H", "H", "H", "F", "H", "H", "H", "P", "H", "H", "H", "C", "H", "N", "C", "H", "H", "H", "H", "C", "S", "H", "C", "C", "H", "H", "O", "C", "H", "H", "H"],
  "positions_angstrom": [[-6.2303, 0.9872, -0.2291], [-6.8827, -3.1112, 1.4184], [-8.3311, 1.2487, -0.5096], [-2.8701, 0.0440, -2.0087], [-4.6236, -6.0257, -2.0235], [8.9302, 5.5157, -2.1224], [8.2774, 3.2150, -2.2399], [-6.2076, -7.4783, 0.7367], [-4.6234, -8.3677, -0.3979], [2.4935, 0.9092, 3.0659], [-3.8619, -5.3567, -1.6202], [9.7390, 7.2551, -1.1815], [-5.8516, -5.9933, -1.2253], [-0.0527, -0.4334, 2.2281], [11.4326, 1.3763, -1.7589], [-6.7973, -7.7845, 2.0594], [7.2272, 6.6303, -1.4924], [-7.8640, -6.6280, -1.5348], [-8.3312, -5.1630, 0.5198], [12.4977, 3.2644, -2.3021], [-6.3989, -0.4467, -0.5576], [-4.8708, 2.9274, 0.5240], [2.2785, 1.7756, 0.9569], [-3.8508, 0.3780, -0.1636], [-4.9837, -4.4236, 0.3615], [12.0079, 4.7886, -1.6560], [-5.2383, 3.5785, 2.4890], [-6.6515, -7.8727, -1.8518], [10.2422, 1.7949, -3.0039], [-6.9166, -4.0181, 2.0353], [-7.3860, 1.6639, -0.8685], [1.5756, -0.3520, 3.3494], [6.8554, 5.2099, -2.4739], [-4.8149, -5.6976, -3.0494], [-7.0581, -5.2220, 1.2155], [9.8402, 6.6516, -2.0917], [3.1877, -0.2776, 0.7655], [10.4779, 1.8808, -1.9361], [-6.1942, -0.6417, -1.6139], [-3.5755, 0.1537, 1.2417], [11.6146, 3.8908, 0.5773], [-4.4958, 0.0133, 1.8078], [5.3418, 0.6389, -1.4603], [-6.9837, -8.8581, 2.1597], [-9.1140, -4.7538, 1.1658], [-6.9049, -6.5285, -2.9644], [1.1133, -0.2117, 4.6759], [3.5834, 0.9815, 3.9674], [-4.7210, 1.7623, -0.7532], [7.5217, 6.6363, -3.2403], [8.0982, 6.2067, 0.4614], [11.3408, 4.2347, -3.2255], [1.3570, 2.5112, 3.4774], [-2.6781, -0.0265, -0.9383], [2.3318, -1.0134, 0.8090], [10.5429, 3.2801, -1.5084], [-8.6856, -6.1609, 0.2614], [-2.9840, 0.9709, 1.6753], [-7.7703, -7.3175, 2.1973], [10.8827, 6.3711, -2.1963], [9.7269, 1.3305, -1.3679], [-8.2760, -4.5363, -0.3786], [-5.4916, 2.7434, 1.8275], [7.5720, 6.0214, -2.3373], [-5.1382, 1.8623, 2.3526], [-5.6034, -5.8262, 0.4841], [5.7130, -0.0921, -2.5792], [11.6340, 3.9302, -2.2141], [-6.2075, 4.4651, -0.0992], [-7.3519, 1.5663, -1.9578], [-6.1383, -7.4718, 2.8742], [-3.0199, -0.7788, 1.3909], [2.5664, 1.3396, -1.2735], [10.9683, 4.7856, 1.9094], [-4.1925, -7.0337, -2.0643], [3.9606, 1.6199, 1.5945], [2.2924, -1.5670, 3.3565], [-5.7611, -1.0891, 0.0466], [-1.8014, 0.5915, -0.6976], [9.6468, 7.3148, -2.9410], [9.0241, 4.0573, -1.1886], [10.1764, 3.2775, 1.4143], [9.2194, 6.1568, 1.7991], [-7.7532, -3.9193, 2.7342], [10.6765, 4.1782, 1.0474], [-6.0120, -4.0598, 2.6424], [9.8028, 4.9510, 0.1358], [-6.8579, -6.7966, -1.9037], [-4.6104, 4.5304, -0.8490], [-7.4119, 2.7284, -0.6307], [-7.4181, -0.7788, -0.3380], [-4.7992, 5.0247, 0.8202], [-5.0935, -8.4464, 0.5836], [3.3248, 0.1834, -1.0576], [-5.4533, -9.4750, 0.6671], [2.9516, 1.0831, 1.5610], [-5.1381, 4.2973, 0.0769], [-2.4219, -1.0722, -0.7364], [8.1522, 4.7707, 1.4870], [-3.4551, 2.4108, -1.3368], [8.7657, 5.5449, 1.0155], [-6.5861, 2.6933, 1.7759], [4.1502, -0.8135, 1.0126], [-4.3182, -8.2842, 1.3387]],
  "lowdin_charge": [-0.27, 0.06, 0.09, 0.07, -0.15, -0.31, -0.34, -0.27, 0.06, -0.71, 0.06, 0.08, -0.31, 0.84, 0.08, -0.13, 0.07, 0.05, -0.14, 0.08, -0.12, -0.31, 0.09, -0.34, -0.33, 0.07, 0.08, 0.08, 0.08, -0.15, -0.13, -0.80, 0.06, 0.08, -0.35, -0.13, -0.38, -0.15, 0.09, -0.16, 0.07, 0.07, 0.49, 0.08, 0.08, 0.09, -0.03, -0.02, 0.76, 0.08, 0.06, 0.09, 0.80, -0.16, 0.06, -0.35, 0.06, 0.07, 0.07, 0.05, 0.06, 0.09, -0.14, -0.15, 0.05, 0.76, -0.10, -0.14, 0.07, 0.08, 0.09, 0.06, 0.03, 0.09, 0.06, 0.14, 0.02, 0.06, 0.06, 0.09, 0.75, 0.09, 0.09, 0.08, -0.12, 0.07, -0.27, -0.14, 0.07, 0.06, 0.08, 0.08, -0.14, 0.69, 0.09, -0.25, -0.15, 0.08, 0.08, -0.32, -0.14, 0.08, 0.12, 0.08],
  "max_force_ha_per_bohr": 0.169,
  "de_lowest_ev": 6.414,
  "charge": 1,
  "gap_ev": 4.8,
  "energy_ha": -8860.240567,
  "molar_mass_g_mol": 872.64
}

{
  "formula": "C8H16N2O2",
  "method": "the ωB97M-V functional and the def2-TZVPD basis",
  "species": ["C", "H", "C", "C", "H", "C", "H", "H", "H", "H", "H", "C", "H", "H", "H", "N", "H", "H", "C", "H", "N", "H", "C", "C", "O", "O", "H", "H"],
  "positions_angstrom": [[0.0135, 0.3297, -1.1199], [2.3048, 1.0453, 2.1119], [2.6773, 1.4086, 1.2150], [0.9542, -0.4142, -2.1657], [0.0055, -2.5003, 0.0763], [-2.3386, -0.4489, 1.3609], [-0.6348, -2.6092, 1.7055], [-2.6579, -1.0164, 2.1397], [1.8378, 0.1752, -2.5518], [0.4302, -0.7988, -2.9666], [-0.7838, 1.5967, -2.5558], [-1.0689, -0.8654, 0.5945], [3.7561, 1.0906, 1.1706], [2.6882, 2.4712, 1.4099], [-2.1132, 0.5618, 1.7881], [0.1381, -0.1014, 1.0773], [1.5353, -1.2267, -1.6987], [-3.1030, -0.4038, 0.5675], [-0.4555, 1.7162, -1.5689], [-1.2497, 2.1045, -0.8853], [-1.1113, -0.5316, -0.8759], [0.4463, 2.4264, -1.4977], [0.7555, 0.5699, 0.1455], [-0.7675, -2.4020, 0.7205], [1.9168, 1.1263, 0.0655], [0.4515, -0.2230, 2.3796], [-2.0410, -0.0852, -1.0586], [-1.5862, -2.9957, 0.4165]],
  "nbo_charge": [0.06, 0.24, -0.27, -0.61, 0.21, -0.62, 0.22, 0.22, 0.21, 0.22, 0.21, 0.31, 0.19, 0.18, 0.23, -0.01, 0.22, 0.20, -0.61, 0.21, -0.63, 0.22, 0.53, -0.60, -0.46, -0.65, 0.37, 0.21],
  "max_force_ha_per_bohr": 0.087,
  "de_lowest_ev": 1.446,
  "charge": 0,
  "gap_ev": 8.6,
  "energy_ha": -574.284524,
  "smiles": "COC1=[N+]([O-])C(C)(C)NC1(C)C",
  "molar_mass_g_mol": 172.23
}

{
  "formula": "C5H7N3O",
  "method": "the ωB97M-V functional and the def2-TZVPD basis",
  "species": ["H", "O", "H", "C", "H", "H", "C", "N", "H", "C", "N", "H", "C", "C", "H", "N"],
  "positions_angstrom": [[1.2161, 1.5820, 1.2443], [3.0382, -0.0396, 0.1396], [-2.5129, -0.1486, -0.5638], [-0.5476, 1.6235, 0.2020], [-0.1513, 0.0271, 1.6197], [-1.2373, 3.3265, -1.4225], [-0.7202, 2.7671, -0.3874], [-1.1456, -1.8816, 0.2760], [3.6696, -0.1551, -1.0410], [0.4171, 0.6626, 0.8406], [2.0497, -1.0023, -0.2865], [-3.0016, -1.5039, 0.6464], [-2.3090, -1.0923, -0.0562], [0.9541, -0.6815, 0.1389], [0.4065, -2.0918, -0.9158], [-0.1260, -1.3921, -0.4344]],
  "nbo_charge": [0.31, -0.55, 0.21, -0.05, 0.25, 0.28, -0.26, -0.24, 0.47, -0.58, -0.21, 0.18, -0.07, 0.40, 0.38, -0.51],
  "max_force_ha_per_bohr": 0.165,
  "de_lowest_ev": 11.565,
  "charge": 0,
  "gap_ev": 8.7,
  "energy_ha": -433.819306,
  "molar_mass_g_mol": 125.13
}

Copy entry 3 word for word.
{
  "formula": "C5H7N3O",
  "method": "the ωB97M-V functional and the def2-TZVPD basis",
  "species": ["H", "O", "H", "C", "H", "H", "C", "N", "H", "C", "N", "H", "C", "C", "H", "N"],
  "positions_angstrom": [[1.2161, 1.5820, 1.2443], [3.0382, -0.0396, 0.1396], [-2.5129, -0.1486, -0.5638], [-0.5476, 1.6235, 0.2020], [-0.1513, 0.0271, 1.6197], [-1.2373, 3.3265, -1.4225], [-0.7202, 2.7671, -0.3874], [-1.1456, -1.8816, 0.2760], [3.6696, -0.1551, -1.0410], [0.4171, 0.6626, 0.8406], [2.0497, -1.0023, -0.2865], [-3.0016, -1.5039, 0.6464], [-2.3090, -1.0923, -0.0562], [0.9541, -0.6815, 0.1389], [0.4065, -2.0918, -0.9158], [-0.1260, -1.3921, -0.4344]],
  "nbo_charge": [0.31, -0.55, 0.21, -0.05, 0.25, 0.28, -0.26, -0.24, 0.47, -0.58, -0.21, 0.18, -0.07, 0.40, 0.38, -0.51],
  "max_force_ha_per_bohr": 0.165,
  "de_lowest_ev": 11.565,
  "charge": 0,
  "gap_ev": 8.7,
  "energy_ha": -433.819306,
  "molar_mass_g_mol": 125.13
}